No. 1
Computed, not measured: a 7-piece molecular cluster, C30H52N2O16 overall, with wB97M-V/def2-TZVPD.

The geometry in XYZ format:
```
100
Properties=species:S:1:pos:R:3:forces:R:3:mulliken_charge:R:1
O 3.172435 -0.242927 4.446777 0.7307 -0.0612 0.6875 -0.63
C 3.332511 0.904020 4.830754 -0.6680 0.2312 -1.2229 0.75
C 2.550344 1.966861 4.244445 -0.4309 1.0986 0.0393 -0.42
C 2.644946 3.260666 4.624343 -0.5960 -1.2612 -0.4556 0.27
O 1.848960 4.164417 4.032936 0.0238 0.3938 0.7801 -0.38
C 3.573404 3.675853 5.731144 0.5409 -0.2953 -0.2226 0.54
O 3.707016 4.833142 6.058611 -0.4656 0.0907 -0.0618 -0.58
C 4.329129 2.579896 6.328647 0.7828 -0.9177 0.5057 -0.74
C 4.271710 1.310742 5.898960 -0.3160 -0.5563 0.9277 0.19
O 4.869590 0.274805 6.535117 0.2794 0.6962 -0.8443 -0.53
H 1.778705 1.669626 3.547295 0.1382 0.0504 -0.1927 0.48
H 1.685116 4.860806 4.693637 0.2402 0.2441 -0.4211 0.31
H 5.003826 2.725178 7.163361 -0.1305 0.5912 0.0078 0.42
H 4.881824 -0.435015 5.868049 -0.1689 -0.2715 0.3892 0.35
O -3.154697 -2.011634 -7.386608 0.2263 -0.6835 0.5472 -0.58
C -3.512466 -1.085712 -6.696625 -0.5613 1.7216 -1.3528 0.60
C -4.500159 -0.113093 -7.185269 -0.9184 0.1944 0.4487 -0.81
C -4.749527 1.048282 -6.550762 -0.0669 -0.1994 -0.1553 0.41
O -5.637305 1.939946 -7.002008 0.0950 0.1777 0.2994 -0.52
C -3.985659 1.417477 -5.321811 2.5314 0.1424 0.9874 0.77
O -3.847176 2.543524 -4.861661 -1.6816 0.0449 -0.8676 -0.59
C -3.096754 0.403143 -4.741014 -1.0219 -0.7015 -0.5586 -0.90
C -2.871410 -0.730822 -5.414143 0.9220 -1.0683 1.0316 0.35
O -2.037406 -1.654265 -4.915243 0.3836 0.0794 0.5547 -0.43
H -5.134228 -0.381694 -8.019357 0.3277 -0.0251 -0.2635 0.42
H -5.584319 2.715471 -6.415717 -0.0272 -0.0093 -0.1368 0.33
H -2.678784 0.598714 -3.767079 0.2699 0.1031 -0.0836 0.62
H -1.765634 -2.341982 -5.539899 -0.4380 0.1818 -0.3707 0.33
C -1.843248 -7.039811 -0.975417 -1.2546 -0.4031 1.5512 -0.68
N -1.536729 -6.194867 -2.084536 0.7866 -0.0236 -1.0971 0.21
C -2.667106 -5.664221 -2.811820 -1.8404 0.4549 0.2461 -1.11
C -0.259499 -5.940955 -2.485083 -0.4373 0.1613 0.3873 0.03
O 0.051499 -5.104213 -3.302007 0.1509 -0.1191 -0.2697 -0.55
H -2.355249 -7.976267 -1.217198 -0.1440 0.1871 -0.4339 0.36
H -2.490608 -6.469004 -0.296492 -0.3251 -0.1319 -0.1730 0.33
H -1.088592 -7.352897 -0.252508 0.9322 0.3843 -0.8252 -0.01
H -3.339961 -6.395471 -3.273335 0.5333 -0.6676 0.1685 0.36
H -3.346649 -5.161519 -2.114617 0.1469 0.0471 0.1872 0.38
H -2.538484 -4.938918 -3.610721 1.1753 -0.0240 0.2085 0.31
H 0.462492 -6.564304 -1.933849 0.1429 0.0753 0.0070 0.41
C -2.026405 2.894275 -0.335705 0.1294 -0.4287 -0.7466 -1.02
N -1.630801 4.037401 0.449800 -1.2900 0.8771 -0.4564 0.27
C -0.499195 3.942018 1.338010 0.5092 -0.5045 0.7071 -1.14
C -2.334816 5.203596 0.322178 0.7964 0.0901 0.9010 0.10
O -2.066489 6.199555 0.963200 -0.1396 0.1867 -0.1697 -0.56
H -1.250641 2.610069 -1.054708 0.4147 -0.3832 0.5787 0.29
H -2.837980 3.062086 -1.048650 -0.3017 0.7475 0.5192 0.31
H -2.364410 2.069147 0.293389 0.3792 -0.1730 -0.0112 0.42
H -0.412504 4.640964 2.169449 -0.7800 0.7033 -0.5431 0.35
H -0.551114 3.012313 1.910238 0.1805 -0.4206 -0.5497 0.31
H 0.443670 4.033825 0.799079 0.0502 -0.3530 -0.1142 0.34
H -3.176905 5.186033 -0.383134 0.0629 -0.3070 -0.1121 0.29
C 2.468698 0.204876 0.684504 -0.9766 0.3595 -0.1750 -0.52
O 1.304247 0.331656 -0.137774 0.2340 -0.4899 -0.2594 -0.37
C 0.414630 -0.733086 0.098331 -0.8478 0.0961 1.4352 -0.48
C -0.786578 -0.668801 -0.833919 1.1004 0.3115 -1.2500 0.42
O -1.766482 -1.628184 -0.574873 -0.8952 -0.1788 0.1782 -0.44
C -1.539917 -2.863389 -1.197963 1.4570 -1.1472 -0.1912 -0.51
H 2.131458 0.024262 1.708135 0.3013 -0.0368 0.1736 0.28
H 2.967119 1.167052 0.620136 0.2951 -0.1031 0.0953 0.05
H 3.109165 -0.612972 0.353416 0.0776 -0.0145 -0.0489 0.30
H 0.002423 -0.636685 1.116769 0.0362 0.1419 0.1423 0.26
H 0.899607 -1.714678 0.147409 0.2015 -0.0282 -0.6708 0.36
H -0.391261 -0.755304 -1.856327 -0.1868 -0.2059 -0.1084 0.32
H -1.237316 0.323045 -0.810240 -0.0689 -0.0702 0.4067 -0.38
H -1.360046 -2.831957 -2.277415 -0.1510 0.5465 -0.0494 0.32
H -2.289196 -3.638046 -1.049010 -0.6285 0.7081 0.4691 0.16
H -0.633484 -3.330009 -0.786750 0.1346 0.0529 -0.0083 0.19
C 0.889543 -7.285755 2.327381 -0.7189 -0.6777 0.4151 -0.74
O -0.014932 -6.272308 2.739158 1.4169 0.3160 -0.1268 -0.37
C 0.041271 -5.202690 1.802284 -1.3263 0.9730 0.9922 0.33
C -0.909610 -4.130112 2.347601 -0.0806 -1.0789 -0.9023 -0.19
O -2.198685 -4.699378 2.199985 0.0014 0.8914 0.6486 -0.28
C -3.206384 -3.842853 2.723594 -0.2829 -0.8425 -0.7332 -0.79
H 0.394908 -7.851271 1.527160 0.5851 0.1598 -0.4493 0.22
H 1.027082 -8.034541 3.111834 -0.1554 0.3655 0.2953 0.28
H 1.878817 -6.892732 2.088155 -0.0837 0.0170 -0.3664 0.32
H -0.341398 -5.595774 0.857174 0.2716 0.4132 -0.2952 -0.50
H 0.985357 -4.654318 1.703266 0.5356 -0.8386 -0.0328 0.48
H -0.841881 -3.192977 1.779199 0.0625 -0.0358 -0.0783 -0.02
H -0.637584 -3.921708 3.388373 -0.2078 -0.0883 0.0927 0.44
H -4.123477 -4.405402 2.536794 -0.1482 0.2841 0.2618 0.27
H -3.255283 -2.911081 2.151108 0.0941 0.1396 0.1924 0.26
H -3.089104 -3.665844 3.795009 0.0892 0.0892 -0.0109 0.30
C 3.570747 8.515135 -0.093378 0.5055 1.1158 1.0520 -0.67
O 3.901967 7.186283 -0.361667 -0.3247 -0.5563 -0.0412 -0.32
C 2.869260 6.241640 -0.124830 -0.1980 -0.3415 -0.3511 -0.46
C 3.404430 5.032925 0.610401 1.3124 -0.2159 0.3247 0.06
O 4.353839 4.219623 -0.067179 0.1370 0.6158 -0.5969 -0.45
C 3.824235 3.547312 -1.207652 -0.1777 -0.5260 1.8352 -0.21
H 4.198291 8.878037 0.737457 -0.0756 -0.1441 -0.0263 0.25
H 2.543111 8.665093 0.248717 -0.0953 -0.1529 -0.3337 0.31
H 3.805653 9.210990 -0.904811 -0.2493 -0.4327 -0.3458 0.23
H 2.416945 5.979383 -1.084615 -0.1339 -0.0367 -0.0369 0.24
H 2.068185 6.627536 0.511815 0.0324 0.2966 -0.0124 0.44
H 2.647950 4.367652 1.038966 -0.4437 0.3045 -0.1242 -0.04
H 3.993623 5.457614 1.427254 -0.1664 -0.1482 0.2269 0.22
H 3.203670 2.743761 -0.783556 -0.3738 0.0223 -0.5546 -0.12
H 4.663775 3.043963 -1.680014 -0.0811 0.4293 -0.5070 0.28
H 3.208392 4.219755 -1.801842 0.3182 -0.2252 -0.5071 0.26
```
Forces are in eV/Å.

Values from the calculation:
lowest unoccupied orbital energy: -1.8 eV
energy above the lowest of the compared OMol25 structures with the same formula, charge and spin: 188.0 kJ/mol
total charge: 0
frontier orbital gap: 7.46 eV
structure (SMILES): O=C1C=C(O)C(=O)C=C1O.O=C1C=C(O)C(=O)C=C1O.CN(C)C=O.CN(C)C=O.COCCOC.COCCOC.COCCOC
electronic energy: -67686.3013 eV

***

No. 2
Computed, not measured: C9H15HgO5 as an isolated structure, with wB97M-V/def2-TZVPD.

The geometry in XYZ format:
```
30
Properties=species:S:1:pos:R:3:forces:R:3:mulliken_spin:R:1
C -2.635860 1.989132 -0.545666 -0.0850 0.3718 -0.2540 0.02
O -2.154876 0.678404 -0.246530 -3.5656 -0.4474 -1.5220 0.11
C -2.502423 -0.328873 -1.100952 -0.1825 0.4610 0.3163 0.79
C -2.137170 -1.661311 -0.564391 -0.2596 -0.0624 -0.2594 -0.04
O -0.830702 -1.501459 0.001824 -0.8082 -2.6432 -0.7159 0.04
C -0.160647 -2.619976 0.502094 -0.3467 -0.4866 -0.1533 0.00
C 0.877628 -2.131524 1.461308 0.5123 0.7324 0.5232 0.01
O 0.971071 -0.956333 1.757808 1.2742 -3.0031 1.3989 -0.01
H -2.352957 2.261653 -1.571356 -0.0402 -0.0614 0.2123 0.00
H -3.727605 2.007889 -0.438307 0.2703 0.0456 0.0337 -0.01
H -2.142188 2.662431 0.162201 -0.1162 -0.1768 -0.0983 0.00
H -2.895580 -0.084992 -2.086753 0.2039 -0.1679 0.3101 -0.01
H -2.800214 -1.995555 0.253056 0.0222 0.0487 -0.1638 0.06
H -2.142316 -2.408297 -1.369419 0.0448 0.0983 0.1771 0.01
H -0.855086 -3.286259 1.042222 0.1662 0.0197 -0.0472 0.00
H 1.553615 -2.886363 1.899460 -0.0771 0.0846 -0.1049 0.00
H 0.337704 -3.195254 -0.295808 -0.1411 0.1122 0.1269 0.00
O 0.174628 2.116603 1.451409 0.9251 3.6327 1.8376 0.00
C 1.050662 2.565646 0.435736 0.5704 1.3304 -0.2061 0.00
C 1.262032 1.492515 -0.623186 0.4669 0.4884 -0.5119 0.00
O 2.539779 0.818845 -0.430466 0.7304 0.4627 -0.6716 0.00
C 2.770744 -0.272999 -1.161186 -0.5074 0.0141 0.4018 0.00
C 1.869832 -1.075170 -1.757868 -1.2164 -0.3871 -0.5058 -0.03
Hg -0.182184 0.423540 0.561493 0.6704 -0.2655 -0.9103 0.03
H 2.018949 2.920704 0.855842 -0.3703 -0.1804 -0.0695 0.00
H 0.587705 3.436971 -0.080269 0.2083 -0.1468 0.1113 0.00
H 1.235449 1.880752 -1.655576 0.0981 -0.1587 0.3001 0.00
H 3.842129 -0.495291 -1.209671 -0.3628 -0.1412 0.2001 0.00
H 2.234821 -2.007362 -2.191026 0.0800 0.3476 -0.1003 0.00
H 0.751674 -0.905878 -1.870864 1.8357 0.0785 0.3447 0.02
```
Forces are in eV/Å.

Values from the calculation:
lowest unoccupied orbital energy (spin up / spin down): 0.2 / -0.3 eV
total charge: 0
spin multiplicity: 2
expectation value of S²: 0.754
frontier orbital gap (spin up / spin down): 6.31 / 5.74 eV
electronic energy: -23978.4588 eV

***

| no. | F_max (eV/Å) |
| --- | --- |
| 1 | 2.72 |
| 2 | 4.17 |